Molecular formula: C16H34O11V
Method: DFT, ωB97M-V with the def2-TZVPD basis set

The geometry in ORCA input format:
```
! wB97M-V def2-TZVPD RIJCOSX def2/J DEFGRID3
* xyz 1 3
H 3.8188 4.4877 2.6008
O 3.1381 -1.7948 1.2503
H 5.4546 -0.4091 -1.3721
O -2.1058 -3.3677 -1.3453
H 3.8771 3.3405 -2.5426
H -0.3528 0.9797 -0.2078
C -1.5622 -2.2754 -2.1108
H 1.4412 1.2981 -0.2536
C 2.8807 4.8276 3.0337
H 3.9824 -1.3880 1.0730
C -0.6951 -1.2781 3.0472
C 4.5674 1.4000 -2.0511
H -1.7685 -0.6377 1.3344
C -1.5223 -3.6638 -0.2253
H -1.4402 -0.6988 4.9577
C 1.7126 2.5510 2.8613
H 5.0888 0.7565 -0.1043
H -1.6201 -4.0687 2.3863
H -0.8377 -5.4774 1.6864
C 4.7028 0.2957 -1.0253
H -5.1348 -1.8135 -5.0283
H -2.1899 2.3008 -4.0654
H 1.3799 1.7324 3.4941
H -1.2749 0.8467 -3.6348
H -1.9653 -2.3579 -3.1138
H 3.0081 5.6909 3.6825
O 0.2692 -1.7837 2.5132
H 2.6874 2.4932 -1.6084
O -2.2277 -4.5402 0.4444
C -1.0042 -1.5697 4.4698
H -0.4758 -2.2658 -2.2064
C -1.5663 -0.2831 2.3419
H 3.7766 -0.2188 -0.7554
H -0.1630 -1.9727 5.0209
C -1.7824 -4.9310 1.7415
H 4.1786 3.1179 -0.8334
H -6.6213 -1.4220 -4.0259
O -3.9901 0.9150 -5.0831
H -1.8578 -1.3209 -1.6751
C 3.7613 2.6335 -1.7215
O 1.9512 3.6992 4.9147
C -4.0670 0.5142 -3.9756
O -3.2395 0.8482 -2.9681
C 0.6267 0.6004 -0.5081
C -2.0465 1.5451 -3.2978
H -2.5319 -5.6007 2.1409
O 0.8204 -0.6587 0.0072
H 0.8883 2.8813 2.2217
H -2.4338 -0.0833 2.9609
C 2.1403 3.7205 3.7234
H -6.0726 -0.3398 -5.2479
C -5.7187 -1.0624 -4.5051
V 1.4092 -2.3662 0.8169
H 2.5442 2.2136 2.2404
H -0.9872 0.6446 2.2942
H -1.7027 2.0060 -2.3753
O -0.4826 -3.1471 0.1783
H 0.7480 0.5976 -1.6080
H 2.2518 5.2221 2.2234
O -4.9390 -0.3799 -3.5203
H -1.8316 -2.2949 4.4527
O 5.1056 1.3118 -3.1181
*
```

Results
Kohn-Sham gap (alpha / beta) in hartree: 0.2488 / 0.2766
Highest occupied orbital energy (alpha / beta) in hartree: -0.4306 / -0.4306
Calculated total energy in eV: -65346.4491
E_LUMO (alpha / beta) in Ha: -0.1817 / -0.1540
Molar mass in g/mol: 453.38
⟨S²⟩: 2.0330